Entry P
This record from the OMol25 dataset describes a gas-phase ion, C3H4NO (charge +1). The level of theory is wB97M-V/def2-TZVPD.

The geometry in ORCA input format:
```
! wB97M-V def2-TZVPD RIJCOSX def2/J DEFGRID3
* xyz 1 1
C -0.656 -0.571 1.099
C -0.276 1.585 1.016
C 0.534 0.307 -0.736
N -0.159 -0.841 -0.033
O 0.220 1.486 -0.058
H -1.064 -0.959 1.976
H 1.498 -0.019 -0.739
H 0.347 0.588 -1.768
H -0.443 -1.576 -0.757
*
```

Orbital gap ... 0.337 hartree

Entry Q
This record from the OMol25 dataset describes a molecular structure, C3H4NO. The level of theory is wB97M-V/def2-TZVPD.

The geometry in ORCA input format:
```
! wB97M-V def2-TZVPD RIJCOSX def2/J DEFGRID3
* xyz 1 1
C 0.188 -0.967 0.007
C -0.108 1.050 -0.039
C -1.080 -0.044 -0.032
N 0.969 0.257 -0.032
O -2.258 0.054 -0.095
H 0.185 -1.550 0.916
H 0.472 -1.499 -0.886
H -0.381 2.268 0.290
H 2.012 0.433 -0.129
*
```

Orbital gap ... 0.326 hartree

Entry R
This record from the OMol25 dataset describes a gas-phase ion, C3H4NO (charge +1). The level of theory is wB97M-V/def2-TZVPD.

The geometry in ORCA input format:
```
! wB97M-V def2-TZVPD RIJCOSX def2/J DEFGRID3
* xyz 1 1
C -1.224 -0.288 0.108
C 0.651 -0.468 -1.118
C 1.257 0.273 -0.333
N -0.517 0.300 0.970
O -0.749 -0.785 -1.033
H -2.322 -0.503 0.048
H 1.128 -0.909 -1.950
H 2.111 0.913 -0.225
H -0.705 0.483 1.954
*
```

Orbital gap ... 0.377 hartree

Stability summary - winner: entry Q; margin: 52.7 kJ/mol.

Entry P
This record from the OMol25 dataset describes 2 unconnected molecules or ions with the total composition C3H4NO. The level of theory is wB97M-V/def2-TZVPD.

The geometry in ORCA input format:
```
! wB97M-V def2-TZVPD RIJCOSX def2/J DEFGRID3
* xyz 1 1
C -0.342 -0.593 -0.727
C 0.215 0.731 0.766
C -0.339 -0.743 0.791
N 0.243 0.754 -0.518
O -0.317 -1.518 1.669
H 0.292 -1.361 -1.224
H -1.204 -0.664 -1.249
H 1.133 2.029 1.751
H 0.320 1.365 -1.257
*
```

Orbital gap ... 0.340 hartree

Entry Q
This record from the OMol25 dataset describes a gas-phase ion, C3H4NO (charge +1). The level of theory is wB97M-V/def2-TZVPD.

The geometry in ORCA input format:
```
! wB97M-V def2-TZVPD RIJCOSX def2/J DEFGRID3
* xyz 1 1
C -0.628 0.705 -0.660
C 1.673 0.770 0.340
C -0.209 -0.516 0.256
N 1.057 -0.214 0.580
O 0.127 1.543 -0.993
H -1.748 0.537 -1.051
H 2.648 1.309 0.256
H -0.781 -0.853 1.034
H -0.104 -1.388 -0.615
*
```

SMILES string ... C#[N+]CC=O
Orbital gap ... 0.412 hartree

Stability summary - winner: entry Q; margin: 260.6 kJ/mol.

Entry P
This record from the OMol25 dataset describes 2 unconnected molecules or ions with the total composition C7H11N2O2. The level of theory is wB97M-V/def2-TZVPD.

The geometry in ORCA input format:
```
! wB97M-V def2-TZVPD RIJCOSX def2/J DEFGRID3
* xyz -1 1
C 0.889 1.079 -1.233
C 1.458 -0.012 -2.316
C -0.409 1.582 -1.960
O -0.292 2.195 -3.065
O -1.545 1.224 -1.515
H 0.690 0.600 -0.270
H 1.611 1.837 -1.049
H 0.992 -0.934 -2.137
H 2.553 -0.172 -2.310
H 0.833 0.316 -3.214
C 0.218 -2.356 1.957
C -1.330 -0.536 0.895
C -0.428 -1.041 1.851
C -0.648 1.178 2.041
N -1.457 0.834 0.921
N -0.024 0.143 2.482
H -2.010 -1.190 0.303
H -1.971 1.246 0.058
H 0.109 -2.716 2.987
H 1.346 -2.424 1.871
H -0.398 2.214 2.302
H -0.186 -3.069 1.401
*
```

Orbital gap ... 0.299 hartree

Entry Q
This record from the OMol25 dataset describes 2 unconnected molecules or ions with the total composition C7H11N2O2. The level of theory is wB97M-V/def2-TZVPD.

The geometry in ORCA input format:
```
! wB97M-V def2-TZVPD RIJCOSX def2/J DEFGRID3
* xyz -1 1
C 1.141 1.821 -0.586
C 1.302 2.037 0.924
C 1.863 0.509 -1.059
O 2.898 0.181 -0.447
O 1.275 -0.039 -2.020
H 0.097 1.857 -0.879
H 1.754 2.560 -1.115
H 2.349 2.138 1.202
H 1.029 1.086 1.404
H 0.664 2.791 1.369
C -2.863 -1.093 -0.818
C -0.311 -1.504 -0.483
C -1.586 -1.236 -0.062
C -0.374 -1.332 1.706
N 0.460 -1.596 0.646
N -1.606 -1.164 1.327
H 0.004 -1.508 -1.506
H 1.394 -1.195 0.691
H -3.666 -1.190 -0.102
H -2.892 -1.816 -1.633
H 0.049 -1.210 2.691
H -2.980 -0.096 -1.252
*
```

Orbital gap ... 0.306 hartree

Stability summary - winner: entry Q; margin: 139.5 kJ/mol.